The following is a DFT calculation (ωB97M-V/def2-TZVPD) of a 2-piece molecular cluster, C6H10N5 overall at a distorted geometry.

Geometry as XYZ:
```
21
Properties=species:S:1:pos:R:3:forces:R:3:nbo_charge:R:1
C 4.397326 -1.020172 0.490737 4.0 0.7 -1.6 -0.481
C 3.542844 -0.181002 0.064462 -3.6 1.2 -1.0 0.156
C -3.280846 -1.288723 -0.119795 2.9 0.0 -0.4 0.322
C -2.350016 0.890752 0.199808 0.3 -3.3 -0.7 0.650
C -0.996163 -0.918989 -0.211955 -0.8 -1.4 -0.2 0.626
C 2.443176 0.482503 -0.331320 1.7 0.4 1.1 -0.610
N -2.097031 -1.766846 -0.272058 0.8 -0.6 0.1 -0.489
N -3.442671 0.041492 0.143283 -3.4 1.0 -0.4 -0.578
N -1.144338 0.371154 0.010424 0.5 1.4 0.2 -0.562
N -2.488906 2.161359 0.403861 -3.8 1.3 0.8 -0.723
N 0.203422 -1.479791 -0.429939 -2.0 4.4 0.7 -0.716
H 5.504191 -0.896162 0.220545 -1.6 0.2 0.8 0.249
H -4.002248 -2.054815 -0.322786 -1.4 0.6 0.4 0.252
H 2.036677 1.239354 0.397572 0.2 -0.8 -1.2 0.248
H 2.090788 0.396902 -1.381284 0.3 0.4 0.8 0.234
H -4.453555 0.398741 0.028836 2.4 -0.4 0.5 0.447
H 4.172606 -1.998740 0.730400 -0.8 -1.8 1.0 0.235
H -3.441582 2.608225 0.572711 2.1 -0.8 -0.4 0.433
H -1.708043 2.709227 0.208860 1.4 1.2 -0.1 0.438
H 0.957283 -0.779068 -0.545560 0.1 -1.3 0.3 0.445
H 0.188836 -2.429036 -0.569269 0.5 -2.5 -0.6 0.426
```
Forces are in eV/Å.

Calculated values
ΔE to the lowest compared entry with this formula, charge and spin (kcal per mole): 28.7
2S+1: 1
Kohn-Sham gap (eV): 9.181
Charge: +1
Highest occupied orbital energy (Eh): -0.4662


The following is a DFT calculation (ωB97M-V/def2-TZVPD) of C39H48BF4O5STeW as an isolated structure at a distorted geometry.

Geometry as XYZ:
```
100
Properties=species:S:1:pos:R:3:forces:R:3:mulliken_spin:R:1
W 0.492224 0.346349 -1.024750 -4.5 0.4 -1.4 1.050
C -4.394594 -2.086648 3.194036 0.9 0.0 1.0 0.000
C -3.663165 -1.492489 1.987560 0.0 0.3 -0.1 0.001
C -4.685349 -1.088073 0.882786 -0.1 0.2 0.3 0.000
O -2.702247 -2.448370 1.518552 -0.2 0.8 0.5 0.001
C -1.528156 -1.766015 1.090439 -1.1 -0.1 -0.8 -0.019
C -1.863623 -0.240139 1.369940 0.5 -1.1 0.8 0.013
O -2.844313 -0.330278 2.354732 -1.7 -1.4 0.0 0.000
C -0.689028 0.583983 1.943533 0.4 -0.4 -1.7 0.065
O 0.042066 0.985808 0.716240 0.3 -0.6 0.7 -0.101
C 0.117677 -0.265842 2.943014 0.3 0.7 -0.6 -0.002
C -0.496749 -0.839228 4.056283 -0.3 -0.4 0.5 -0.003
C 0.285748 -1.591773 4.939187 -0.2 -0.5 0.3 0.001
C 1.662621 -1.808699 4.720836 -0.8 1.0 0.0 0.000
C 2.275763 -1.105579 3.692852 -1.5 -0.3 -0.3 0.002
C 1.488911 -0.381692 2.780941 0.6 -0.3 0.8 -0.007
C -0.958695 1.935838 2.555798 -0.2 0.0 1.1 0.027
C -2.115071 2.278532 3.233571 -0.4 0.6 -0.4 0.001
C -2.231091 3.546557 3.805689 0.2 0.2 -0.3 0.001
C -1.181406 4.455817 3.744666 -0.5 0.0 0.6 0.000
C 0.011762 4.080600 3.132207 -0.3 0.0 0.5 0.000
C 0.129278 2.812974 2.597982 -1.0 0.2 0.2 -0.010
C -1.202809 -2.148855 -0.422449 0.7 0.3 0.0 -0.031
O -0.886287 -0.920338 -1.034720 0.3 0.6 -0.3 0.012
C -2.357038 -2.709581 -1.205331 -1.8 -0.6 -0.4 0.002
C -3.013271 -2.082116 -2.283963 0.0 -0.4 0.6 0.007
C -4.194765 -2.617674 -2.814718 0.3 0.1 0.4 0.001
C -4.821562 -3.749839 -2.291668 0.4 0.6 -0.1 0.000
C -4.143646 -4.421402 -1.303086 1.8 0.6 0.1 0.000
C -2.920275 -3.916007 -0.806912 -0.5 -0.5 0.5 0.000
C 0.082455 -2.998354 -0.608464 -0.2 0.0 1.3 0.009
C 1.009302 -3.142618 0.432142 0.1 -0.6 -0.7 -0.007
C 2.224150 -3.767257 0.206790 0.7 0.5 0.6 0.002
C 2.593743 -4.157977 -1.055697 0.6 -0.2 -0.2 0.000
C 1.669550 -4.096713 -2.067317 -0.6 0.3 0.0 0.001
C 0.411178 -3.537067 -1.837465 0.5 -0.3 -0.3 -0.001
H -5.030189 -2.890710 2.875665 -0.4 -0.3 -0.5 0.000
H -5.008751 -1.376209 3.754009 0.1 0.2 -0.4 0.000
H -3.736681 -2.570824 3.957384 0.0 0.6 -0.8 0.000
H -5.119153 -1.964475 0.377622 0.4 0.1 0.2 0.000
H -4.274256 -0.409800 0.113754 0.0 -0.4 0.3 0.000
H -5.525483 -0.556094 1.359197 0.3 -0.1 -0.1 0.000
H -0.734666 -2.076812 1.739641 0.3 -0.1 0.1 -0.002
H -2.256661 0.171827 0.462571 -0.1 0.7 -0.5 -0.006
H -1.596495 -0.760351 4.207186 1.1 0.1 0.0 0.000
H -0.204652 -2.042192 5.827355 0.4 0.2 -0.8 0.000
H 2.244465 -2.430621 5.379440 0.0 -0.1 0.2 0.000
H 3.321266 -1.184547 3.540261 0.9 -0.1 -0.1 0.000
H 2.010638 0.092196 1.970399 -0.2 0.2 -0.4 0.005
H -2.961012 1.616144 3.232488 -0.1 -0.1 0.1 0.001
H -3.166615 3.861689 4.251223 0.0 -0.2 0.1 0.000
H -1.309240 5.405231 4.284809 0.3 -0.3 -0.6 0.000
H 0.821839 4.785877 3.140881 0.4 0.0 -0.1 0.000
H 1.016040 2.433627 2.177289 1.2 0.1 -0.4 0.002
H -2.627163 -1.154888 -2.670519 0.1 0.1 -0.2 0.000
H -4.632797 -2.129489 -3.655853 -0.3 0.4 -0.4 0.000
H -5.813707 -4.053589 -2.611405 0.3 -0.1 -0.2 0.000
H -4.433473 -5.378437 -0.960911 -0.6 -0.7 0.5 0.000
H -2.459302 -4.442444 0.025426 0.0 -0.1 -0.2 0.000
H 0.846674 -2.831189 1.429797 -0.3 0.4 0.7 -0.003
H 2.951851 -3.862038 1.015789 -0.3 0.1 -0.1 0.000
H 3.613230 -4.466640 -1.273218 -0.2 -0.3 0.2 0.000
H 1.936056 -4.486318 -3.029845 -0.1 0.0 -0.4 0.000
H -0.283872 -3.537819 -2.647551 -0.5 0.2 -0.4 0.000
F -1.471241 1.043961 -4.229666 0.8 -0.7 -1.6 -0.001
B -0.422499 0.201982 -4.697470 -0.4 0.6 2.2 -0.010
F 0.230648 -0.075368 -3.211621 0.5 -0.2 0.9 -0.009
F -0.767745 -0.990180 -5.176159 -0.2 0.0 -0.2 0.001
F 0.609118 0.851797 -5.252438 0.4 0.5 -0.9 0.001
C 4.396962 1.844027 1.385973 -0.2 0.5 -0.5 0.011
C 5.556091 1.932637 0.405668 0.4 0.6 0.0 -0.001
C 5.210208 1.401079 -0.952959 -0.7 0.3 -0.2 0.000
S 4.321810 2.666583 -1.975889 0.2 -1.8 0.2 0.895
O 2.098797 0.032617 -0.902020 4.2 -0.6 0.1 -0.026
C 4.049998 1.632510 -3.452504 0.0 1.1 -0.4 0.001
C 4.276988 2.488025 -4.695750 0.3 0.8 -0.2 0.033
C 3.213680 3.558656 -4.925051 0.6 0.9 -0.4 -0.002
H 4.566345 2.455015 2.247908 0.3 0.2 0.6 0.000
H 4.152409 0.843218 1.700317 0.2 -0.5 0.0 -0.004
H 3.485274 2.241322 0.937415 -0.1 0.1 -0.2 0.013
H 6.457312 1.408146 0.754135 -0.3 0.1 0.0 0.000
H 5.861184 2.974927 0.222033 0.1 -0.1 0.6 -0.009
H 4.582297 0.513264 -0.894922 -0.4 -0.1 -0.3 0.011
H 6.077158 1.146222 -1.539739 0.5 0.0 -0.5 0.041
H 3.063022 1.199205 -3.405616 -0.6 -0.2 0.2 0.029
H 4.785669 0.865552 -3.430519 0.5 -0.8 0.3 -0.009
H 4.315392 1.845394 -5.581607 0.2 -0.1 0.3 0.003
H 5.279711 2.960286 -4.532946 -0.7 -0.3 -0.6 -0.009
H 2.225105 3.188531 -5.127216 -0.3 -0.5 -0.2 0.001
H 3.472435 4.288373 -5.728464 0.0 -0.8 0.4 0.001
H 3.132416 4.177186 -4.046841 -0.1 0.4 0.6 0.003
C -0.083581 4.230625 -0.405529 0.2 -0.8 -0.5 0.023
Te -0.169826 2.847289 -2.086310 -2.0 -0.2 0.1 0.003
C -2.674098 2.032311 -2.087479 0.9 0.4 1.6 0.003
H -0.291841 3.651394 0.503997 0.1 0.5 -0.4 -0.003
H -0.830573 4.961449 -0.664414 -0.3 0.3 0.3 0.001
H 0.912031 4.708627 -0.435736 -0.4 -0.4 0.2 -0.001
H -3.349913 2.870036 -2.290825 0.7 0.0 -0.3 -0.001
H -2.820860 1.706342 -1.039635 0.4 0.2 -0.6 0.001
H -2.641076 1.220068 -2.804283 0.1 0.4 0.1 0.000
```
Forces are in eV/Å.

Calculated values
ΔE to the lowest compared entry with this formula, charge and spin (kcal per mole): 0.0
2S+1: 3
Kohn-Sham gap (alpha / beta) (eV): 6.628 / 3.245
Charge: +1
<S²>: 2.0079
Highest occupied orbital energy (alpha / beta) (Eh): -0.3771 / -0.3930


The following is a DFT calculation (ωB97M-V/def2-TZVPD) of a 2-piece molecular cluster, C34H39N4 overall at a distorted geometry.

Geometry as XYZ:
```
77
Properties=species:S:1:pos:R:3:forces:R:3:mulliken_charge:R:1
C 2.502297 -3.337594 3.634575 0.2 0.2 -0.1 -1.179
N 1.256804 -4.056666 3.692435 0.0 0.2 0.4 0.165
C 1.363370 -5.490965 3.588313 0.0 -0.3 -0.5 -0.558
C 0.112647 -6.195548 4.072719 0.0 -0.3 0.4 -0.731
C -1.154459 -5.514344 3.598132 0.0 -0.2 -0.4 -0.552
N -1.080295 -4.081292 3.730573 -0.1 0.2 0.6 0.106
C -2.343090 -3.391398 3.680991 -0.1 0.2 0.0 -1.164
C 0.077582 -3.386686 3.466868 -0.1 1.1 -0.7 1.261
C 0.047016 -2.067892 3.012735 0.2 -1.2 0.5 -1.680
H 2.432774 -2.414784 4.219455 0.0 -0.1 -0.1 0.384
H 3.301712 -3.957534 4.056032 -0.2 0.1 -0.1 0.306
H 2.793289 -3.074961 2.608050 0.0 0.0 0.0 0.348
H 1.566989 -5.776815 2.538801 0.0 0.0 0.1 0.284
H 2.236339 -5.800633 4.176951 -0.3 0.0 -0.1 0.368
H 0.119442 -7.222231 3.699497 0.0 0.0 0.1 0.343
H 0.116765 -6.243181 5.166121 0.0 0.1 -0.1 0.321
H -1.348567 -5.785082 2.542437 0.0 0.0 0.2 0.283
H -2.020166 -5.849852 4.182702 0.3 -0.1 -0.1 0.373
H -2.301260 -2.481275 4.288267 -0.1 -0.2 -0.1 0.385
H -2.633007 -3.110940 2.658418 0.0 0.0 0.0 0.353
H -3.126352 -4.043359 4.083715 0.2 0.2 -0.1 0.300
H -0.905143 -1.542704 3.021202 0.5 0.0 0.0 0.095
H 0.991034 -1.562377 2.815009 -0.5 0.1 0.2 0.336
C -0.313539 6.417820 2.265517 0.0 -0.2 -0.4 -0.898
N -1.424837 5.642255 1.684489 0.2 -0.3 0.8 0.230
C -2.316312 6.426119 0.893043 -0.7 0.6 -0.5 0.075
C -1.843102 7.039075 -0.279131 -0.3 -0.3 0.2 -0.036
C -2.694481 7.831768 -1.045193 -0.1 0.0 0.1 -0.725
C -4.004587 8.068858 -0.615908 0.1 -0.1 0.2 -0.395
C -4.460592 7.513053 0.584750 0.2 -0.1 -0.1 -0.572
C -3.626923 6.681454 1.333547 0.5 -0.1 -0.2 -0.235
C -1.161181 4.291534 1.336744 0.0 0.0 -0.1 0.231
C -1.950559 3.255086 1.883061 0.0 0.3 -0.2 -0.433
C -1.627736 1.932634 1.655834 0.2 -0.3 -0.1 -0.907
C -0.502814 1.573570 0.852253 0.4 0.7 0.5 0.658
C -0.253057 0.192401 0.600405 -0.5 0.4 -1.1 0.165
C 0.302292 -0.363114 -0.577034 0.1 -0.3 -0.3 0.263
C 0.348853 -1.789839 -0.695388 0.0 0.2 0.3 -0.815
C 0.986721 -2.396961 -1.754494 0.1 0.0 -0.3 -0.485
C 1.696945 -1.624240 -2.698671 0.2 0.0 0.3 0.311
N 2.463731 -2.268588 -3.707904 0.3 -0.8 0.6 0.265
C 3.928378 -2.225637 -3.540272 -0.4 0.3 0.1 -0.857
C 1.992830 -2.254461 -5.054479 -0.4 0.1 -0.8 0.161
C 2.247747 -1.150173 -5.880679 -0.3 -0.3 0.1 -0.072
C 1.772427 -1.137446 -7.191779 0.0 -0.2 0.0 -0.720
C 1.096250 -2.249443 -7.703606 0.1 -0.1 0.2 -0.403
C 0.883655 -3.374660 -6.897749 0.0 0.2 0.1 -0.597
C 1.306773 -3.370952 -5.569762 0.3 0.5 0.3 -0.215
C 1.659934 -0.221491 -2.599122 -0.2 0.2 0.0 -0.381
C 0.836939 0.392987 -1.671268 0.4 0.0 0.3 -0.927
C 0.315317 2.635619 0.361639 -0.4 -0.2 -0.3 -1.316
C -0.062226 3.957714 0.524616 0.2 -0.1 0.2 0.025
H 0.243583 5.786919 2.966342 -0.1 0.2 -0.1 0.323
H 0.363562 6.795910 1.485975 0.1 0.0 0.2 0.385
H -0.732284 7.279191 2.801104 0.1 -0.3 -0.1 0.310
H -0.803064 6.885108 -0.577552 -0.3 0.0 0.0 0.221
H -2.331167 8.269253 -1.974927 -0.1 -0.1 0.3 0.354
H -4.669595 8.696028 -1.208566 0.2 -0.1 0.1 0.385
H -5.466908 7.723023 0.946841 0.2 0.0 -0.2 0.366
H -3.952089 6.230189 2.273542 0.0 0.2 -0.3 0.388
H -2.798761 3.529476 2.512002 0.3 -0.1 -0.2 0.409
H -2.242470 1.130751 2.074017 0.2 0.3 -0.1 0.379
H -0.617979 -0.522691 1.332939 -0.1 0.0 -0.1 0.023
H -0.135905 -2.385937 0.080826 0.3 0.1 -0.1 0.392
H 0.987825 -3.480555 -1.868261 0.0 0.3 0.1 0.468
H 4.397196 -2.854841 -4.306495 -0.2 0.2 0.2 0.326
H 4.313781 -1.199433 -3.636043 0.1 -0.2 0.0 0.363
H 4.186240 -2.614487 -2.547570 0.0 0.1 -0.2 0.305
H 2.805300 -0.299640 -5.481782 -0.2 -0.2 -0.2 0.254
H 1.935283 -0.258509 -7.815762 0.0 -0.3 0.1 0.356
H 0.741088 -2.249355 -8.733692 0.1 0.0 0.3 0.384
H 0.385551 -4.258524 -7.297171 0.1 0.3 0.1 0.362
H 1.139092 -4.223279 -4.907214 0.0 0.2 -0.3 0.385
H 2.279707 0.370057 -3.278084 -0.6 -0.1 0.0 0.320
H 0.625379 1.457372 -1.758493 0.2 -0.3 0.1 0.871
H 1.252520 2.398020 -0.138669 -0.3 0.1 0.1 0.825
H 0.491575 4.759098 0.029242 0.0 -0.3 0.4 0.301
```
Forces are in eV/Å.

Calculated values
ΔE to the lowest compared entry with this formula, charge and spin (kcal per mole): 76.4
2S+1: 1
Kohn-Sham gap (eV): 4.496
Charge: +1
Highest occupied orbital energy (Eh): -0.3548


The following is a DFT calculation (ωB97M-V/def2-TZVPD) of a 6-piece molecular cluster, H13NO5 overall at a distorted geometry.

Geometry as XYZ:
```
19
Properties=species:S:1:pos:R:3:forces:R:3:nbo_charge:R:1
N 1.437866 1.532671 -0.612067 2.0 0.6 0.1 -1.100
H 1.105567 1.387090 -1.555035 -1.1 0.3 0.1 0.377
H 2.366341 1.903594 -0.845002 0.3 -0.7 0.3 0.353
H 1.114907 2.399636 -0.182250 -1.0 -0.3 -0.4 0.378
O -1.011647 -0.101768 0.478497 -0.7 -1.2 2.1 -0.983
H -1.844333 -0.340192 0.953572 0.4 0.5 -0.9 0.470
H -0.391772 -0.547160 1.126584 0.0 0.7 -1.4 0.514
O -0.155396 -4.596387 0.570869 0.1 -0.3 -0.4 -0.963
H -0.031903 -3.752929 0.090572 0.2 -1.0 0.1 0.488
H 0.103566 -5.368631 0.018203 -0.2 1.3 0.3 0.475
O 1.405639 -1.493312 0.733443 3.2 2.1 0.4 -0.975
H 1.829417 -0.635499 0.347828 -1.8 -1.5 0.3 0.502
H 2.188609 -1.678855 1.334905 -1.6 -0.4 -0.7 0.473
O -0.848240 2.765040 1.242529 -3.6 -1.5 0.0 -0.940
H -0.537062 2.050056 0.683507 0.8 -0.3 -0.2 0.475
H -1.824193 2.367744 1.265368 2.8 1.8 0.3 0.461
O -1.596863 1.767040 -1.836671 -0.1 -0.8 -0.2 -0.959
H -1.475498 1.063933 -1.167814 0.0 0.3 -0.3 0.487
H -1.835001 1.277929 -2.647044 0.1 0.4 0.6 0.467
```
Forces are in eV/Å.

Calculated values
ΔE to the lowest compared entry with this formula, charge and spin (kcal per mole): 38.2
2S+1: 1
Kohn-Sham gap (eV): 11.272
Structure (SMILES): N.O.O.O.O.O
Highest occupied orbital energy (Eh): -0.3986


Number 1: total energy -13826.7769 eV. Number 2: total energy -82957.2710 eV. Number 3: total energy -41842.5456 eV. Number 4: total energy -11938.2193 eV.